Below is an isolated molecule of C8H10Cl2 at a distorted geometry, with properties calculated with ωB97M-V/def2-TZVPD.

Geometry as XYZ:
```
20
Properties=species:S:1:pos:R:3:forces:R:3:lowdin_charge:R:1
Cl 2.3636 0.7961 -3.0389 -1.614 0.084 0.929 0.560
Cl -2.3466 -1.2684 2.3276 -0.204 -0.264 0.533 0.693
C 0.2978 -0.5438 2.6623 -2.832 -0.409 -1.530 0.018
C 0.9070 0.4719 -1.9807 1.173 -3.793 0.496 -0.609
C 0.7109 -0.8244 -1.5855 0.977 0.864 -2.952 -0.126
C -0.8328 -0.6377 1.8545 3.810 1.182 -0.311 -0.706
C 0.1700 1.4947 -1.2560 -0.152 0.784 0.305 -0.206
C -0.3867 -1.2369 -0.6916 -1.512 1.133 1.354 -0.134
C 0.0923 1.0768 0.2712 -1.674 2.114 -1.128 -0.153
C -0.8246 -0.1330 0.3791 2.080 -0.752 1.186 -0.346
H 1.2951 -0.1877 2.4109 -0.583 0.075 -0.576 0.061
H 0.2280 -0.8416 3.6747 -0.237 -0.477 0.896 0.034
H 1.3164 -1.5945 -2.1350 -0.640 0.608 0.958 0.113
H -0.8720 1.5657 -1.6355 0.528 0.153 0.098 0.132
H 0.6956 2.4209 -1.4782 -0.345 0.471 0.615 0.101
H -0.1999 -2.1847 -0.2616 0.702 -0.875 0.892 0.097
H -1.3858 -1.4146 -1.0648 0.017 -0.161 -1.561 0.113
H 1.0935 0.8845 0.6654 -0.308 0.419 0.005 0.108
H -0.5097 1.9504 0.7260 1.541 -1.224 0.012 0.148
H -1.8120 0.2063 0.1560 -0.726 0.066 -0.220 0.102
```
Positions in Å, forces in eV/Å.

Output
Energy = -1231.14546 a.u.
Frontier orbital gap = 9.79 eV
Max |F| = 4.001 eV/Å
LUMO energy = 0.85 eV
ΔE to the lowest compared entry with this formula, charge and spin = 49.13 kcal/mol

***

Below is the ion C8H10ClN2O2S with charge -1 at a distorted geometry, with properties calculated with ωB97M-V/def2-TZVPD.

Geometry as XYZ:
```
24
Properties=species:S:1:pos:R:3:forces:R:3:lowdin_charge:R:1
C 0.9238 -1.0985 -0.0596 2.363 -0.939 -0.940 -0.293
C 0.1502 -0.0085 -0.1390 2.259 -0.804 1.606 -0.251
C 2.2846 0.9493 -0.1479 3.125 2.431 -0.551 -0.692
C 0.7850 -2.5968 0.1304 -2.444 -0.434 1.110 -0.726
C -1.7569 -0.8049 -1.2469 -1.130 -1.820 0.789 -0.083
C -1.8767 -0.6189 1.2308 -0.664 3.042 1.572 -0.046
C 0.4398 2.4203 0.0926 0.390 2.822 3.036 -0.082
C -1.2929 -0.0210 -0.0808 -2.151 2.721 0.797 -0.374
N 3.2191 2.0323 -0.3036 -3.586 -2.832 0.598 -0.496
N 0.9410 1.1268 0.0179 1.042 -0.063 -1.196 -0.137
O -0.4040 -3.0355 0.0015 1.246 -0.095 -0.169 -0.091
O 1.7820 -3.1758 0.5872 0.259 0.096 -0.645 -0.073
S 2.6854 -0.7146 -0.1684 -1.335 0.131 0.422 1.063
Cl 4.8124 1.3690 -0.4041 0.034 0.023 0.026 0.407
H -1.3227 -1.8048 -1.2054 0.493 0.242 -0.543 0.070
H -1.6673 -0.2429 -2.1211 0.380 0.518 -1.693 0.066
H -2.7859 -1.0402 -1.0744 -1.143 0.142 -0.223 0.072
H -1.5907 -1.6161 1.3639 0.794 -1.416 0.174 0.041
H -2.9571 -0.6179 1.1581 -0.434 -0.060 -0.337 0.057
H -1.7471 -0.0092 2.2408 0.454 -1.026 -2.142 0.113
H 1.3544 3.0617 0.4748 -2.039 -1.037 0.001 0.115
H 0.2593 2.9226 -0.8128 -0.647 0.215 -1.680 0.064
H -0.5124 2.4454 0.7484 1.785 0.253 -0.868 0.116
H -1.7233 1.0782 -0.2825 0.948 -2.109 0.858 0.160
```
Positions in Å, forces in eV/Å.

Output
Energy = -1429.20740 a.u.
Frontier orbital gap = 7.70 eV
Max |F| = 4.608 eV/Å
LUMO energy = 3.20 eV
Net charge = -1
ΔE to the lowest compared entry with this formula, charge and spin = 3.09 kcal/mol